{"formula": "C4H6O2", "method": "ωB97M-V/def2-TZVPD", "de_lowest_kcal_mol": 34.5, "smiles": "C=C(C=O)CO", "total_charge": 0, "molar_mass_g_mol": 86.09, "homo_lumo_gap_ev": 10.0, "e_lumo_ev": -0.1, "elements": ["O", "O", "C", "C", "C", "C", "H", "H", "H", "H", "H", "H"], "coordinates": [[-0.440, 1.030, 1.826], [1.248, 1.629, -0.333], [-0.844, -1.223, -0.893], [-0.998, 0.248, 1.053], [1.196, 0.226, -0.238], [-0.288, -0.284, -0.118], [0.916, 1.972, 0.521], [-1.820, -1.652, -0.682], [-0.330, -1.596, -1.775], [1.631, -0.193, -1.150], [-2.055, -0.041, 1.171], [1.786, -0.116, 0.617]], "lowdin_charge": [0.031, -0.069, 0.096, -0.204, -0.211, -0.231, 0.081, 0.070, 0.074, 0.116, 0.126, 0.122]}